This record from OMol25 describes 2 unconnected molecules or ions with the total composition C15H25N3O3 at a distorted geometry. The level of theory is ωB97M-V/def2-TZVPD.

Structure (ORCA input):
```
! RIJCOSX wB97M-V def2-TZVPD def2/J DEFGRID3
* xyz 0 1
C 2.75995 1.36047 3.78924
O -3.54710 0.06072 -0.99145
H 2.19156 -2.49858 -1.03363
H -2.01781 -2.25337 1.27593
H -4.60889 4.47476 -2.77216
H 0.42052 -3.66699 1.53081
O 2.61620 0.37358 -2.06101
H -2.67657 0.14635 -0.53042
H 1.52621 -1.65725 1.06984
C 2.97058 -1.73994 -1.05689
H 2.98127 -1.36433 3.83127
H 3.19264 0.86628 1.75405
O -1.25284 -0.26284 0.24302
H -2.37310 -0.51261 -2.59671
H -4.47228 2.36576 -1.53226
C -0.51077 -1.03864 0.83675
C 1.22625 0.10974 2.25899
C 2.69867 0.39667 2.60394
H 3.59683 -1.80501 -0.17177
C -2.85244 1.48729 -4.36056
H 2.25208 2.29052 3.53285
H 3.79978 1.59043 4.02154
H -2.34655 0.67090 -4.86359
N -1.02170 -2.13817 1.39923
C -2.97510 2.71523 -5.01716
C -3.33770 -0.03145 -2.40277
H -1.01384 -3.89662 2.54733
N -3.59505 3.76940 -4.46371
H -4.11964 -0.66422 -2.83444
C 0.98966 -0.71677 0.97941
H 0.70666 1.06239 2.14144
C 3.46366 -0.87318 2.98620
H 2.28359 0.91906 4.66467
C -3.38819 1.31762 -3.08229
H 4.48526 -0.61203 3.26264
N 1.48032 0.03050 -0.18994
C -4.10625 3.62824 -3.22976
C -0.30554 -3.15790 2.16740
H -2.55833 2.81950 -6.01405
H 0.21083 -2.70455 3.01590
H 3.50532 -1.56000 2.14477
H 0.76780 -0.40529 3.10372
C -4.02425 2.42834 -2.51823
H 1.05162 0.92718 -0.36668
C 2.33860 -0.36428 -1.12965
H 3.58809 -1.88692 -1.94183
*
```

LUMO energy   0.29 eV
E_tot   -976.58449 hartree
HOMO-LUMO gap   9.466 eV
SMILES   CNC(=O)[C@H](CC(C)C)NC(C)=O.OCc1ccncc1

---

This record from OMol25 describes 2 unconnected molecules or ions with the total composition C5H9N5 at a distorted geometry. The level of theory is ωB97M-V/def2-TZVPD.

Structure (ORCA input):
```
! RIJCOSX wB97M-V def2-TZVPD def2/J DEFGRID3
* xyz 0 1
H -1.87430 1.72778 -0.74768
H 2.03448 1.38273 0.83394
C 1.67545 0.84253 -0.05930
C 3.27685 -0.92268 0.24376
N -2.06436 -0.65930 0.03306
H 3.38370 -2.01269 0.33725
C -0.88633 1.44057 -0.49496
N 1.87051 -0.58020 0.15740
H 1.42935 -1.08495 -0.60542
N -4.28079 -0.47669 -0.08223
C -2.50538 0.44943 0.61104
H 3.70419 -0.46091 1.14215
N -3.20394 -1.18346 -0.36140
H 2.26633 1.23484 -0.91725
C 0.25711 1.17065 -0.28117
H 3.87387 -0.58536 -0.62538
H -3.25265 -2.04460 -0.83828
H -1.86499 1.17394 1.11070
N -3.83909 0.58840 0.54377
*
```

LUMO energy   0.92 eV
E_tot   -469.52164 hartree
HOMO-LUMO gap   10.019 eV
SMILES   c1nn[nH]n1.C#CCNC

---

This record from OMol25 describes C18H21ClN2O6S in the gas phase at a distorted geometry. The level of theory is ωB97M-V/def2-TZVPD.

Structure (ORCA input):
```
! RIJCOSX wB97M-V def2-TZVPD def2/J DEFGRID3
* xyz 0 1
C 1.52141 -0.11817 -2.20422
H 1.54073 1.99752 -2.57718
H -0.85066 -4.53938 1.59070
Cl -4.49494 -1.30481 -1.12996
C -2.37835 -0.21879 0.75153
O 1.14113 1.59566 -0.59089
C -1.54696 -3.89531 1.07659
C -2.41575 -1.70861 0.55088
H 0.00297 4.69150 3.62807
H -1.89618 2.22557 0.47033
C 4.14115 1.00444 -2.76743
C -0.16934 2.19718 1.79058
H 0.78663 1.67563 1.85869
H 3.89736 1.66321 -3.60357
H 5.21051 1.09267 -2.57169
H 4.35396 -0.73846 -4.02383
H -1.54301 4.39784 4.47753
C -0.98771 1.92548 3.04424
C -0.46799 4.24330 4.49800
C -0.91746 1.73612 0.53505
C 3.36523 1.44104 -1.52945
H 2.04704 -1.63858 -3.59637
H -0.42938 -0.27767 0.11751
H -1.95383 2.42793 3.01095
C -3.42876 -3.66691 -0.43292
H -1.15502 0.85723 3.17234
C -1.50577 -2.52247 1.21932
O 0.71660 -0.77794 -1.59462
H -4.16447 -4.12872 -1.07306
H 2.01425 0.00826 -4.25643
H 0.03055 3.26634 1.69691
N -1.14856 0.30190 0.53529
C 3.80279 -0.43677 -3.13237
H 3.62769 0.81259 -0.67626
C -2.51141 -4.45431 0.24718
S -0.11887 2.46320 4.55230
O -3.41352 -6.34490 -0.64464
H 4.09727 -1.09970 -2.31639
C -3.38038 -2.29049 -0.27511
C -0.13146 1.98239 -0.74607
O -1.73800 -6.54863 0.68211
C 2.30000 -0.59733 -3.39334
H -0.04886 4.66979 5.40296
O -0.59657 2.37814 -1.77867
O -3.33424 0.43037 1.10991
C 1.86421 1.30965 -1.78363
H -0.76922 -2.07125 1.86638
H 3.59478 2.47530 -1.26989
N -2.55961 -5.89108 0.08266
*
```

LUMO energy   -0.72 eV
E_tot   -2117.80063 hartree
HOMO-LUMO gap   7.890 eV
SMILES   CSCC[C@H](NC(=O)c1ccc([N+](=O)[O-])cc1Cl)C(=O)O[C@H]1CCCCC1=O

---

This record from OMol25 describes 24 unconnected molecules or ions with the total composition C25H96N46O25 at a distorted geometry. The level of theory is ωB97M-V/def2-TZVPD.

Structure (ORCA input):
```
! RIJCOSX wB97M-V def2-TZVPD def2/J DEFGRID3
* xyz -2 1
N -3.95125 -5.11415 3.21761
N 1.76915 5.52197 -4.40396
C -0.62158 2.26563 4.55952
C 6.82428 -6.80402 -1.21019
H 0.94368 -0.72444 1.84866
N 1.52319 7.71429 -3.50243
O 3.73203 0.24824 -3.37194
O 7.49507 -7.83497 -1.27141
H 1.97962 5.17617 -3.44980
O -1.21684 -5.98545 2.05915
O -1.56732 -2.36071 7.82058
H -1.60544 -0.35520 2.74162
C 4.55965 2.78841 3.12612
N -0.62639 3.33801 -6.32962
H -1.50266 -0.32963 1.01010
N -2.79282 -3.54472 4.57767
C -5.06887 2.27865 3.13867
H -6.44420 1.29332 4.12937
H 3.05233 1.47407 -0.60895
H 1.21845 0.35552 -0.35574
N -7.24793 0.40739 -1.62552
C -3.16806 -4.87383 4.35401
O 3.83334 -3.98278 -5.48851
H 4.53504 0.78616 2.61244
H -0.75095 -2.85915 1.28021
H 1.69487 4.70074 2.79770
O 0.21060 2.52843 -4.36133
H 0.34791 -0.71028 5.95973
O 2.52907 0.13885 4.32475
H 4.88349 -1.23345 -4.24466
O -6.87146 -0.45530 0.46486
N 1.47466 -1.37120 -4.19048
N 0.06454 -1.13516 6.84082
O 1.84188 -3.29923 5.59175
C 3.32189 5.32125 -0.47695
H 1.05028 0.77575 2.70577
N 7.28971 -5.64271 -0.67879
H 4.52408 4.00655 0.41675
N -1.14516 1.10984 -5.73955
C 0.33839 3.45708 0.45422
N 4.00261 4.17322 -0.44837
H 4.02587 0.14303 -0.85242
O -1.39254 0.43172 -0.40034
N -3.99878 -2.37762 -6.61323
H -0.09124 3.42775 -1.63146
H 0.17565 -5.33922 3.85039
H -3.70515 3.06346 2.03989
O 0.91751 4.23256 1.30531
H -4.32229 2.48503 -0.41219
H 4.35664 -2.55043 1.12025
H -0.70173 -3.67673 -3.73783
C -6.96555 0.47068 -0.27194
H 0.02387 -6.02275 -0.18434
H 1.30561 1.55800 4.35542
N 0.72866 2.35111 4.59113
N -3.73040 2.40441 2.82651
H -0.80409 3.13889 -7.26909
H 8.29342 -5.57651 -0.49171
N 4.43648 1.72599 2.22772
O -5.95795 2.95144 2.50825
N 4.97464 -2.28887 -4.23260
N -2.73822 1.50295 -2.91907
H 1.14742 3.27486 4.53666
H -3.02007 -1.24380 6.36347
O -1.14466 1.17416 4.33566
C -0.86372 -5.00768 1.36357
O 1.35110 7.39870 -5.66467
H -0.27604 4.28932 -6.03729
O -3.66457 -1.04614 3.24619
N 3.68491 0.99689 -1.22487
H -3.17581 -2.72230 4.14055
H 2.80021 -2.30322 4.28497
N -0.27036 2.35889 0.93427
H 1.89916 2.25929 -2.04629
H -1.55500 -3.57271 2.57749
H 0.35537 -4.31656 -0.19814
O 4.75746 3.96093 2.67170
H 1.19607 8.61724 -3.72781
N -0.16888 -4.31402 5.97588
H 1.84138 -2.57307 2.88116
H -2.93325 1.30325 -0.55979
O 2.63753 5.73488 -1.44880
N -1.33530 3.41504 4.83097
H 1.38566 -0.90422 -1.72636
H 2.14636 4.99649 -5.18952
N 3.18334 -2.88157 -0.98857
H 4.27548 3.15176 5.14458
H -0.66923 0.22011 -5.47423
N 3.55000 6.12641 0.60081
H 0.33863 -2.94972 -2.56612
C -3.76513 2.09291 -2.22369
H 1.94082 7.45486 -2.63794
N -3.56031 2.07100 -0.88955
C 4.44158 -3.10506 -0.78189
C 0.93305 6.25976 3.84704
H -4.86549 0.78029 -6.99667
C -3.85541 -1.04620 -7.01638
H 3.93894 3.50873 -1.20812
H -0.93106 -4.84381 5.57188
H 4.76273 -2.68927 -3.37267
N -4.75237 -0.07859 -6.48313
N 1.29825 -0.22238 2.61456
O 1.22211 7.29616 4.41108
H 5.15321 -5.91049 -1.91936
H -0.72382 -0.46406 -2.13351
C 4.41554 -2.84397 -5.36187
N 2.48626 -1.95191 3.37651
O -4.80346 2.55802 -2.70517
H -0.47265 -3.78116 6.81767
H 0.99116 4.57293 -0.89259
H -1.87785 -0.19939 5.49076
H -3.34563 -3.53046 -3.86803
C 1.60176 6.89929 -4.60197
C -0.46605 2.31582 -5.41205
N 5.50958 -6.80463 -1.59993
N 0.14142 -3.16602 -3.54103
H -3.70078 -5.98430 2.79238
C -0.55626 -0.56692 -1.02463
N 2.46556 2.05678 -2.81047
H -0.76924 4.24172 5.08202
N 0.52840 3.66199 -0.87843
N -2.11751 -0.81452 6.27426
H -6.94071 1.07926 -2.29455
H 2.18882 -2.23435 -0.25667
H 2.87690 6.84175 0.90259
O -5.40544 -2.30489 -3.96884
H -3.86842 -4.45401 2.58171
H -0.86862 -1.64852 -0.68168
H -3.15778 -2.91292 -6.62559
H -2.24435 -3.36015 5.37324
H 4.73787 -1.03967 -6.37675
N 4.43099 2.51024 4.39954
N -5.41522 1.40332 4.12365
H -5.38894 -0.28827 -5.74967
H -0.76808 1.68939 0.35750
H -6.44335 1.89929 1.16599
H 4.13287 -2.30846 -7.28969
N -0.31943 -5.08025 0.06771
H 5.94400 -2.89954 0.53303
H -0.36964 2.33776 1.96197
C 0.33367 -2.06630 -4.38954
H -3.48996 -1.51861 0.03677
H 4.90613 1.88530 1.36045
N 1.03139 -4.90440 4.20861
H 5.21525 -7.68793 -1.92433
H -0.43040 5.34266 2.53996
H 2.90158 5.37217 3.82925
H 6.86381 -4.90568 -1.17902
O 1.40922 -1.61549 0.12650
H -2.01401 1.12504 -2.32989
H 1.79057 -4.88031 3.52798
C -1.22701 -1.42500 7.08682
H 2.21005 -1.73658 -3.62318
H 1.88803 2.04121 -3.69568
H -1.53454 0.96446 -6.65156
N -3.31250 -2.70504 -3.31520
H -3.02851 1.69097 2.93113
N 4.98123 -2.59350 0.37184
N -0.99114 -3.67804 1.77817
N -3.80829 -1.65096 1.01603
H -4.79674 -1.80962 1.04845
C 0.98474 -4.11132 5.33282
H -7.39787 -0.56164 -1.88098
H -2.63900 -2.87197 -2.61033
N -0.36525 5.99101 3.30644
N 4.54444 -2.00116 -6.46373
H -5.22199 -0.34834 -2.28240
C -3.13846 -1.16273 2.11232
N -1.82863 -0.85330 1.89680
H 0.68767 -1.81162 7.26617
O -2.78760 -5.86248 5.01554
N 1.89494 5.22929 3.69201
C 2.08009 -0.67088 3.48165
H -0.95353 6.84630 3.28254
O -0.43761 -1.78937 -5.26550
N -6.77299 1.78248 0.23179
H -2.29829 3.49590 4.39750
H 1.60434 -0.73300 -4.93550
O -2.97120 -0.67710 -7.71663
H -6.81286 2.54592 -0.43233
C 0.97043 -0.63156 -0.77915
H -3.59016 -0.62472 -2.18877
H 4.15486 5.79989 1.29725
H -2.54511 1.69536 -3.88643
C 3.30830 1.00987 -2.56786
H -5.01531 0.51006 4.15824
N -4.48418 -1.01314 -2.31271
H -4.84206 -2.57011 -6.12927
C -4.43119 -1.98649 -3.21554
H 2.94221 -3.44700 -1.79479
H 4.14716 1.56474 4.58122
O 5.16511 -3.72568 -1.60452
*
```

LUMO energy   3.30 eV
E_tot   -5411.13993 hartree
HOMO-LUMO gap   8.719 eV

---

This record from OMol25 describes C3H4N2 in the gas phase at a distorted geometry. The level of theory is ωB97M-V/def2-TZVPD.

Structure (ORCA input):
```
! RIJCOSX wB97M-V def2-TZVPD def2/J DEFGRID3
* xyz 0 1
C 0.14177 -0.92029 -0.76356
H 0.33653 1.77491 0.87478
C -1.09680 -0.95064 -0.03880
H 1.87371 0.49605 -0.63816
H -1.83805 0.33813 1.17811
N -0.93963 0.13535 0.71257
C 0.89562 0.14613 -0.35132
H 0.43732 -1.64556 -1.50430
N 0.22234 0.80914 0.61974
*
```

LUMO energy   0.78 eV
E_tot   -226.11662 hartree
HOMO-LUMO gap   9.002 eV

---

This record from OMol25 describes a molecular structure, C33H72Br28InNO2P at a distorted geometry. The level of theory is ωB97M-V/def2-TZVPD.

Structure (ORCA input):
```
! RIJCOSX wB97M-V def2-TZVPD def2/J DEFGRID3
* xyz -1 1
Br -0.59032 9.99439 -1.66608
H -5.52951 0.69208 -2.77401
H 9.03308 7.55355 1.43741
C -4.83957 0.75220 -3.62049
H 3.07331 -3.53878 0.67252
H 6.19956 3.85086 -7.85048
In -0.47885 -2.89642 -0.72568
H 5.31979 4.17178 -1.15134
H 1.54451 11.58714 1.49646
H -3.03645 -8.35289 -2.37965
H -11.97687 -8.86124 6.27636
H -4.15021 -1.32239 -3.72896
H -0.79640 -0.38583 -2.26955
Br 0.21586 7.12397 0.51412
Br 8.85785 9.35133 -0.89586
Br 4.68045 -0.90273 3.27147
C 4.41981 3.92172 -1.72004
Br 5.48663 -3.77315 5.45167
Br -3.94659 -7.54206 1.26227
H -13.61800 -8.17122 6.19404
H 0.50054 -0.34378 0.77469
C 6.42568 -2.26017 -2.96552
C -12.55940 -7.97859 5.99798
C -0.75337 -0.63903 -1.12770
C -4.71933 -0.58835 -4.30665
H 1.33127 8.41298 -1.89443
Br -10.16365 -6.57403 6.70965
H 7.49232 7.74250 2.31294
H 6.90177 8.16570 -4.35229
H 7.93709 9.93186 1.32289
Br -6.14349 -7.00559 6.44322
C 5.53469 -2.60118 2.83575
Br 4.32608 1.66352 0.04367
H -9.64806 -4.06053 4.53829
C 6.28954 2.90184 -7.31418
H 1.26556 1.94323 -0.04556
H 7.82051 7.28337 -3.10526
H -6.83096 0.08987 -0.31284
H -4.96641 -8.20945 -0.88766
H -4.49345 -0.97161 -0.84366
Br -3.87345 -1.55035 1.50710
N -0.66822 -3.10963 1.41045
C -10.37043 -4.02613 2.47240
C 2.58095 9.82422 2.17674
H 2.75052 10.98639 0.32990
H 5.39007 -2.72371 1.75861
H -5.70880 -0.99715 -4.53063
C 6.42289 1.75191 -8.28486
C 4.89832 -3.74338 3.59254
C 0.34671 -4.99279 2.78006
Br -1.41655 -6.81106 -1.32752
C -4.10554 -7.56706 -0.68130
H -1.87880 -4.51466 2.54457
C -4.82358 -0.56619 0.11712
H -12.39894 -6.73587 7.75127
C -12.10856 -6.71741 6.69691
H -0.05486 6.19239 -1.75888
Br 5.35350 7.06975 -2.76817
Br 2.95297 4.94694 -0.94440
H 1.72203 9.19036 1.93838
H -5.16198 1.55501 -4.28943
H -12.49312 -5.80363 6.23479
Br -3.13632 1.30487 -2.84733
C -0.37245 7.15374 -1.34501
Br 4.65129 2.75491 -6.26636
H -2.47411 -9.01894 -0.82518
H -5.38176 -3.37432 7.43527
H 6.60204 -2.48414 3.04312
H 1.26329 -4.25573 2.57903
Br 4.28175 -0.65638 -3.99083
H 4.81624 1.90456 -2.36659
C 0.26392 8.29594 -2.10180
P 1.81294 -3.49218 -1.63828
C -2.85790 -8.12514 -1.32494
H 3.45063 -1.91544 -0.33461
C 0.52279 0.08077 -0.33766
H -1.46540 7.19593 -1.33347
C 7.12509 6.06675 -4.78667
H -11.43118 -4.24420 2.62538
Br -7.64223 -4.59346 3.14615
H -1.55089 -2.56585 1.64320
O 0.39916 1.54628 -0.39435
Br -12.42795 -7.79751 4.06040
C -5.61985 -4.20521 6.76500
Br -3.83763 -0.41877 -6.03790
H -6.62528 -0.49586 1.35774
C 7.69900 9.10098 0.65261
O 1.87510 -5.24029 -1.81540
H -5.82653 -5.56368 8.42533
C -9.54012 -4.60332 3.59480
Br 3.79416 12.42047 2.09052
H 7.11831 2.96853 -6.60345
H 1.49129 -0.35424 -0.83425
C 7.96812 7.77707 1.32877
C 4.10825 2.44349 -1.73048
C -0.92953 -4.54122 1.82258
H 6.66872 9.20752 0.30100
H -1.74845 -3.75556 -1.66732
H -1.77892 -0.37499 -0.58198
H 0.60863 -6.10816 2.53125
Br 6.76215 -1.26483 -1.32252
H -6.65012 -4.09866 6.41339
H -9.78839 -5.65624 3.75618
H 5.49246 1.51582 -8.80878
H 5.62417 -2.97232 -2.74902
C 3.22678 -3.08182 -0.40393
Br 4.14345 8.76589 1.68488
H 6.76722 -0.45900 -4.16108
H 0.11930 8.17341 -3.17894
H 7.35128 -2.80975 -3.15931
H 7.90863 6.27105 -5.52186
C 6.99175 7.21668 -3.81600
H 3.08890 2.21681 -2.05602
H 2.62568 9.97572 3.25910
H -4.33669 -6.54530 -0.99599
Br -4.46100 -3.95486 5.21652
H 0.08675 -4.86254 3.92856
H -4.28576 -5.75263 7.54979
C 6.10802 -1.33025 -4.11299
C 2.52513 11.11416 1.39235
H 5.21591 -4.70472 3.17867
H 1.48998 -5.60090 -0.96326
Br 7.69571 4.43811 -3.87770
H -1.12630 -5.26413 0.92362
H -10.07034 -4.38213 1.48289
Br 7.17536 6.30060 0.33084
H 6.19467 5.83066 -5.31060
C -6.31895 -0.64214 0.31818
H 3.80537 -3.70119 3.60408
H -4.47379 0.46594 0.21025
H 6.15030 -1.86486 -5.06618
H 7.20642 1.95621 -9.02005
Br -10.25359 -2.07949 2.43673
C -5.35073 -5.52911 7.44115
Br -7.01984 -2.37343 -0.24369
H 4.52339 4.30160 -2.74040
Br 6.99350 0.12327 -7.37588
H 4.21885 -3.58573 -0.82444
*
```

LUMO energy   1.35 eV
E_tot   -74109.64198 hartree
HOMO-LUMO gap   5.300 eV

---

This record from OMol25 describes 2 unconnected molecules or ions with the total composition C3H11N3O at a distorted geometry. The level of theory is ωB97M-V/def2-TZVPD.

Structure (ORCA input):
```
! RIJCOSX wB97M-V def2-TZVPD def2/J DEFGRID3
* xyz 0 1
H -0.51489 1.12118 -1.72747
H -2.24107 -1.57769 -0.04920
H -2.22422 0.91824 -1.34480
N 1.81618 1.21592 0.40014
N 1.81585 -1.05576 0.15795
H -0.95049 -1.55497 -1.25929
H 2.42853 -1.55636 -0.47829
H -1.24887 2.09273 -0.44075
H -0.58098 -2.03496 0.39688
C -0.86431 0.05726 0.08839
C -1.23939 1.11155 -0.91332
H 1.46670 2.06760 -0.02085
C -1.18012 -1.36173 -0.21604
O -0.85138 0.48884 1.39166
H 2.25390 -0.95788 1.07565
N 1.41666 0.15441 -0.39414
H 1.46983 1.14932 1.36528
H -0.77195 -0.27770 1.96821
*
```

LUMO energy (alpha / beta)   0.81 / 0.83 eV
E_tot   -360.26989 hartree
HOMO-LUMO gap (alpha / beta)   7.616 / 7.155 eV